Entry 1:
66
Properties=species:S:1:pos:R:3:forces:R:3:lowdin_spin:R:1 method="wB97M-V/def2-TZVPD" de_lowest_kj_mol=0.0 lumo_energy_ev="-0.09 / -0.09" spin_multiplicity=5 e_homo_ev="-10.43 / -9.29"
Fe -0.440921 0.028444 1.044646 0.1086 0.2177 -0.0442 3.762
S 2.489003 -1.909881 1.146601 0.5823 -0.4507 0.0812 0.004
S -3.472706 -0.974139 0.258886 1.0666 1.1321 1.0852 0.005
S 0.369986 0.737565 -2.285970 0.3846 -0.8961 -0.8971 0.005
S -1.418321 -2.668910 -0.398699 1.7787 -0.9568 -1.2029 0.005
S -1.720708 3.295013 0.994459 1.3521 0.9324 0.2955 0.005
F -0.821351 -4.917979 0.752098 -0.0466 0.1331 0.1272 0.000
F -2.824675 -4.220438 1.206121 0.4844 0.0660 0.0430 0.000
F 0.364555 0.096928 4.763182 0.3043 -0.0255 -0.3669 0.001
F -2.941747 1.214503 -1.093230 0.0186 0.2831 0.0391 0.000
F -1.200434 1.533999 3.946610 0.0706 0.1398 -0.0989 0.000
F -4.963273 0.470038 -1.300466 -0.1638 0.0579 -0.1021 0.000
F -0.922256 -0.496864 2.928933 0.2891 -0.0071 0.0123 0.052
F -3.304793 -0.511352 -2.311785 -0.2437 -0.0266 -0.0864 0.000
F 0.681926 1.117888 2.682689 0.1014 -0.2283 0.0439 0.022
F -1.113638 -3.244248 2.128413 0.0665 -0.2835 -0.1113 0.000
O 1.483325 -0.909341 1.059974 -0.6294 0.6440 -0.2094 0.023
O -0.100634 1.882836 -2.984936 -0.1164 0.6192 0.0851 0.002
O -3.693552 -0.170820 1.412938 -0.0248 0.4419 -0.0690 0.002
O -0.296577 -0.544486 -2.858060 -0.2745 -0.0200 -0.1511 0.000
O 0.210651 0.628296 -0.874909 0.1863 0.4004 0.5481 0.028
O -2.254429 -3.207575 -1.426996 -0.2729 0.4188 0.2444 0.003
O 2.154411 -3.274923 1.321363 -0.0901 -0.3267 0.1728 0.000
O -0.864047 3.999425 2.112047 -0.3097 -0.0558 -0.0128 0.001
O 0.001007 -2.682339 -0.673755 -0.4378 0.5335 0.4016 0.000
O 3.344439 -1.745599 -0.181403 -0.0696 -0.0124 0.2744 0.000
O -4.278074 -2.107962 0.028283 -0.2944 -0.7009 -0.3691 0.004
O -1.240482 1.952491 0.957529 -0.1510 -0.6499 -0.2392 0.029
O -3.088594 3.576479 1.173406 -1.2300 -0.1198 0.1030 0.002
N -1.813499 -1.217040 0.197292 -1.8804 -1.3065 -0.7142 0.033
C -1.149321 -1.981298 -4.525189 0.1814 -0.3736 0.1030 0.000
C 2.056224 0.430026 -2.696549 -0.1146 0.7208 0.3389 0.002
C -3.693169 0.123232 -1.202187 0.2982 -0.3019 -0.1195 0.001
C -1.125492 4.141874 -0.433458 -0.1993 0.1573 0.5541 0.001
C 3.599049 -1.369384 2.397805 0.8075 -0.5099 0.2763 0.001
C -1.554133 -3.842128 1.018598 -0.6256 0.0810 0.2511 0.001
C -0.611802 -0.595144 -4.297174 0.1933 -0.2936 0.3799 0.000
C 4.723974 -2.565877 -1.936784 0.5069 0.3782 -0.0465 0.000
C -0.721117 4.670989 4.406926 0.1031 0.6212 1.1560 0.000
C 3.998688 -2.935193 -0.665064 0.3232 -0.4605 -1.2355 0.000
C -1.529061 4.784521 3.154556 0.2054 -0.2635 0.0405 0.000
B -0.239658 0.597466 3.639819 -0.5939 0.1996 1.0635 0.002
H -0.393208 -2.720245 -4.251147 0.0373 0.0890 0.0472 0.000
H 2.695679 1.165478 -2.209070 -0.1447 0.0608 0.0718 0.000
H -2.007716 -2.181036 -3.888679 -0.1592 0.0639 -0.1372 0.000
H -0.888131 3.758248 4.972693 0.1270 -0.2924 -0.4314 0.000
H 0.324008 -0.456175 -4.843175 -0.1090 0.2051 -0.0677 0.000
H -0.075854 4.357200 -0.259632 0.1377 -0.2625 -0.2728 0.000
H -1.376535 -2.155755 -5.576560 -0.1921 0.2023 0.0140 0.000
H 4.056567 -2.242137 -2.733369 -0.0773 -0.0828 0.0101 0.000
H 3.247084 -3.683701 -0.902471 -0.0888 -0.0567 0.3487 0.000
H -1.332427 3.540422 -1.313008 0.0977 0.0738 -0.1024 0.000
H 4.517626 -1.023999 1.927821 -0.2178 0.4939 -0.0573 0.000
H 2.105685 0.600663 -3.769479 0.2561 -0.4601 -0.0539 0.000
H -1.055753 5.462555 5.092189 -0.0209 0.0323 -0.1993 0.000
H 2.294332 -0.556652 -2.314444 0.0715 -0.1600 -0.2956 0.000
H -1.563594 5.811273 2.796247 -0.1472 0.0221 -0.0495 0.000
H -1.313552 0.209167 -4.493200 -0.0272 -0.0126 -0.1644 0.000
H -2.523501 4.388153 3.335384 -0.0977 0.0900 -0.2726 0.000
H 3.104793 -0.628847 3.017688 0.0368 0.1162 -0.0500 0.000
H 4.746049 -3.350273 0.011973 -0.3339 0.2184 0.5234 0.000
H 5.316379 -3.414458 -2.281857 -0.2257 -0.1144 -0.0502 0.000
H 0.345376 4.846799 4.272218 -0.0088 -0.1570 -0.2380 0.000
H -1.672678 5.082110 -0.411772 -0.0361 0.0116 -0.3207 0.000
H 5.451899 -1.770791 -1.754245 -0.1316 0.0744 0.0336 0.000
H 3.918684 -2.227065 2.989314 -0.3909 -0.0639 0.0701 0.000

=====

Entry 2:
31
Properties=species:S:1:pos:R:3:forces:R:3:lowdin_charge:R:1 method="wB97M-V/def2-TZVPD" de_lowest_kj_mol=278.5 lumo_energy_ev=0.75 spin_multiplicity=1 e_homo_ev=-7.56 smiles=Cc1c[nH]c2ccccc12.Cc1c[nH]cn1
N -2.965080 0.038105 1.185343 1.6918 4.3632 -1.7245 0.052
N -2.385373 1.523152 -0.420087 1.1840 -0.0802 1.0962 0.074
N 0.465401 -2.275694 0.608104 -2.1948 -1.3692 -1.3863 0.067
C 1.337837 -1.660652 1.440266 0.3798 0.6073 -2.4007 -0.049
C 0.502504 -1.683012 -0.660453 -0.5667 -1.2848 1.3162 -0.236
C -0.451705 -1.884110 -1.640379 -0.3991 -0.3853 -0.3774 -0.030
C -1.711965 1.863318 0.781715 -2.2299 -2.1613 1.5897 -0.320
C 0.700748 -0.166309 -2.920750 -0.8125 -0.5450 -0.0529 -0.108
C 1.544651 0.038160 -1.877413 -0.4993 -1.7582 1.6534 -0.009
C 3.030311 0.023442 1.176165 0.6461 0.1787 4.3745 -0.063
C -2.180919 1.029276 1.832054 -0.2361 0.2818 -6.9469 -0.034
C -0.566142 2.786795 0.935427 -1.1569 2.3378 -3.5831 -0.061
C -3.085766 0.451533 -0.182481 -0.2091 -1.5961 0.9873 -0.197
C 1.969983 -0.763157 0.645593 0.4968 1.4717 0.5462 -0.311
C -0.361944 -1.064202 -2.752837 0.0091 -1.4694 -2.1354 -0.104
C 1.512362 -0.749025 -0.669332 -1.8435 0.4900 -2.4501 -0.096
H -0.172866 2.989497 -0.109609 -0.2629 -0.4079 1.0076 0.097
H -0.804954 3.814916 1.253286 -0.0990 -0.4771 0.3985 0.078
H 0.219372 2.378273 1.463900 1.5088 -0.8425 1.4033 0.033
H 0.066355 -3.205188 0.620988 0.0367 0.2661 0.8332 0.149
H -3.328642 -0.655615 1.731302 -1.5632 -2.2953 0.7803 0.085
H 2.079187 0.881787 -1.899370 2.7724 2.8744 -0.1608 0.063
H 3.355192 0.945425 0.863339 0.3788 2.0141 -2.1602 0.039
H -3.609321 -0.182840 -0.989299 0.7745 1.2403 1.7220 0.136
H 0.752219 0.289058 -3.927213 0.2822 0.2958 1.0836 0.114
H -1.878302 1.068684 2.788514 0.6865 -0.4255 3.2222 0.066
H -1.163723 -2.694746 -1.394186 0.0016 0.7402 -0.8310 0.118
H 1.433794 -1.698828 2.483090 -0.0351 -0.7396 1.0862 0.115
H 2.680462 0.418387 2.237639 1.1913 -1.5021 -1.3572 0.128
H 3.870123 -0.671680 1.150650 0.6140 0.5443 0.8844 0.092
H -0.853798 -1.184749 -3.753967 -0.5464 -0.3661 1.5819 0.112

=====

Entry 3:
26
Properties=species:S:1:pos:R:3:forces:R:3:lowdin_spin:R:1 method="wB97M-V/def2-TZVPD" de_lowest_kj_mol=0.0 lumo_energy_ev="2.94 / 2.94" spin_multiplicity=6 total_charge=-1 e_homo_ev="-4.26 / -4.14"
Sm 0.448865 0.497201 0.299802 -0.0750 -1.4526 -0.0044 5.116
Cl 1.238204 1.802303 2.309669 0.6919 0.9737 0.5895 -0.017
C -0.793604 -1.518712 1.258005 0.4390 -0.6511 0.5102 -0.004
C -1.822324 1.138116 0.905027 0.3280 0.0545 -0.0290 -0.032
C -0.483694 0.393680 -2.479330 0.4922 0.7526 0.2741 -0.007
C 0.094099 -1.137584 2.329129 -0.4186 -0.9246 0.0182 -0.007
C 0.436196 2.279397 -1.488765 -0.1525 -0.4408 -0.9483 -0.007
C 1.511746 1.426030 -1.920580 -0.6627 0.2578 -0.7082 -0.007
C 1.211568 -2.620880 0.965664 -0.5188 0.5055 -0.0791 -0.007
C -0.076978 -2.380019 0.376152 0.1146 0.1971 0.8848 -0.006
C -0.793023 1.610355 -1.799626 0.6777 0.3033 -0.8579 -0.004
C 0.932618 0.272619 -2.544556 -0.1955 0.8349 0.1123 -0.007
C 1.335831 -1.838205 2.152758 -1.2370 -0.1265 -0.3982 -0.007
H 2.128478 -1.915766 2.908660 -0.2507 0.3124 -0.6351 0.000
H -1.203988 -0.237676 -3.001370 0.2363 0.0115 0.4799 0.000
H -1.823766 0.941214 1.983141 -0.2714 0.0332 -0.0437 -0.001
H -0.519274 -2.818860 -0.525961 0.4423 0.0885 0.4069 0.000
H -0.133631 -0.418265 3.129971 0.1060 -0.6399 -0.4820 0.000
H -2.504302 0.447130 0.384821 -0.1576 0.5832 0.1042 -0.002
H 1.466585 -0.463944 -3.143833 -0.0638 0.0260 0.5032 0.000
H 0.533110 3.245393 -0.990237 -0.0097 -0.3650 -0.1042 0.000
H -2.035894 2.199540 0.723854 -0.2319 -0.1975 -0.0185 -0.002
H -1.828142 -1.205592 1.104632 0.5992 -0.1968 0.2599 0.000
H 1.902888 -3.392621 0.638157 0.0857 0.3705 -0.1117 0.000
H -1.792416 2.015949 -1.671429 0.3044 -0.1681 0.1644 0.000
H 2.570840 1.679195 -1.903743 -0.2724 -0.1418 0.1128 0.000

=====

Entry 4:
14
Properties=species:S:1:pos:R:3:forces:R:3:lowdin_charge:R:1 method="wB97M-V/def2-TZVPD" de_lowest_kj_mol=478.0 lumo_energy_ev=-0.03 spin_multiplicity=1 e_homo_ev=-8.65
O -0.654182 1.370761 -0.755946 0.0738 0.2309 0.0201 -0.041
C 0.819164 0.175086 0.767259 0.1597 0.0104 -0.1130 -0.146
C -0.595504 0.481897 0.344392 0.0521 -0.2010 0.1864 -0.424
C -0.853083 -1.682506 -1.139316 0.0738 0.2412 0.2994 0.163
C 1.882337 0.391242 -0.001736 -0.1051 -0.0186 0.0989 0.014
C -1.371045 -0.768201 -0.114031 -0.0399 -0.0357 -0.2097 -0.285
H 0.938039 -0.261372 1.759680 -0.0257 0.0436 -0.1503 0.107
H -1.129872 0.911319 1.209147 0.0754 -0.0485 -0.1439 0.140
H 1.770799 0.813314 -0.997815 0.0277 -0.0476 0.1512 0.067
H -1.385316 -1.530461 0.700240 0.0151 -0.0223 -0.0553 0.142
H -2.426683 -0.516622 -0.273893 0.1168 -0.0665 0.0788 0.107
H -0.187878 2.177899 -0.500206 -0.0886 -0.0992 -0.1296 0.101
H 0.251754 -1.548653 -1.150784 -0.1713 -0.0133 -0.0320 -0.004
H 2.888593 0.150317 0.328295 -0.1639 0.0266 -0.0010 0.059